Density functional theory data (the ωB97M-V functional and the def2-TZVPD basis) for C29H29N4O7PS2SeW as an isolated structure at a distorted geometry.

Computed properties:
Spin multiplicity: 2
Relative energy (zero: lowest compared OMol25 entry of this formula, charge and spin) (kcal per mole): 32.1
Expectation value of S²: 0.757
Net charge: +1

Positions of all 74 atoms, in Å:
W (0.157, 0.006, 0.200)
Se (-1.977, -1.381, 1.065)
S (-2.061, 2.016, 1.661)
S (-1.056, 1.745, -1.540)
P (-2.596, 1.865, -0.235)
O (-1.474, -2.881, 1.187)
O (-1.324, -0.882, -0.507)
O (-3.600, 0.639, -0.551)
O (-4.502, -1.855, -0.535)
O (7.252, -9.416, -5.300)
O (-3.560, 3.050, -0.675)
O (-0.660, -0.440, 1.798)
N (1.125, -1.849, 0.630)
N (3.627, -4.478, -3.504)
N (3.634, -5.514, -1.545)
N (1.055, -0.663, -1.740)
C (-4.797, 0.481, 0.224)
C (7.725, -10.558, -4.607)
C (2.275, -4.371, 1.051)
C (1.073, -0.066, -2.935)
C (6.498, -8.528, -4.634)
C (2.298, -1.804, -4.017)
C (2.294, -2.477, -2.801)
C (5.271, -6.464, -4.775)
C (1.065, 2.193, 0.624)
C (1.132, -2.434, 1.832)
C (1.668, -3.681, 2.077)
C (2.927, -3.739, -2.602)
C (2.628, 0.534, 0.439)
C (-5.109, 4.437, 0.543)
C (6.122, -8.654, -3.299)
C (2.121, 0.517, 1.755)
C (-3.705, 4.318, -0.008)
C (6.068, -7.414, -5.364)
C (5.321, -7.689, -2.712)
C (1.981, 1.573, -0.264)
C (1.161, 1.536, 1.872)
C (1.666, -0.582, -4.072)
C (1.670, -1.888, -1.676)
C (4.881, -6.584, -3.434)
C (1.691, -2.533, -0.407)
C (2.304, -3.798, -0.217)
C (-5.448, -0.850, -0.196)
C (2.916, -4.362, -1.366)
C (4.049, -5.542, -2.852)
H (-5.476, 1.309, 0.019)
H (-5.275, 3.704, 1.332)
H (-3.506, 5.085, -0.755)
H (-2.972, 4.388, 0.796)
H (0.582, 0.892, -3.001)
H (-5.257, 5.436, 0.953)
H (3.820, -6.217, -0.852)
H (6.368, -7.325, -6.399)
H (2.794, -2.243, -4.871)
H (-6.025, -1.240, 0.641)
H (5.042, -7.822, -1.673)
H (1.602, -4.103, 3.069)
H (4.928, -5.604, -5.332)
H (-4.145, -1.660, -1.409)
H (6.899, -11.184, -4.258)
H (-4.532, 0.484, 1.284)
H (0.570, 3.132, 0.449)
H (3.470, -0.039, 0.081)
H (6.439, -9.502, -2.710)
H (8.358, -10.280, -3.761)
H (0.690, 1.858, 2.784)
H (0.669, -1.878, 2.630)
H (2.279, 1.956, -1.227)
H (2.514, -0.078, 2.564)
H (2.732, -5.333, 1.241)
H (8.320, -11.116, -5.323)
H (1.623, -0.017, -4.991)
H (-5.840, 4.280, -0.251)
H (-6.119, -0.687, -1.042)

Here are the Mulliken charges for atoms 1 to 2, given in e:
1 W 0.855
2 Se 0.811


Density functional theory data (the ωB97M-V functional and the def2-TZVPD basis) for one molecule with the formula C3H8N2 at a distorted geometry.

Computed properties:
Relative energy (zero: lowest compared OMol25 entry of this formula, charge and spin) (kcal per mole): 89.1

Positions of all 13 atoms, in Å:
N (-0.314, 0.185, -0.676)
N (0.636, -0.897, -0.321)
C (-1.654, -0.330, -0.503)
C (1.370, -0.044, 0.591)
C (0.304, 1.089, 0.469)
H (0.813, 1.910, 0.047)
H (-1.645, -0.994, 0.364)
H (-2.473, 0.375, -0.453)
H (-1.690, -0.926, -1.445)
H (2.324, 0.350, 0.180)
H (1.611, -0.498, 1.491)
H (1.007, -1.443, -1.095)
H (-0.289, 1.224, 1.350)

Here are the Mulliken charges for atoms 1 to 2, given in e:
1 N -0.212
2 N -0.388


Density functional theory data (the ωB97M-V functional and the def2-TZVPD basis) for a 10-piece molecular cluster, H19O10 overall at a distorted geometry.

Computed properties:
Relative energy (zero: lowest compared OMol25 entry of this formula, charge and spin) (kcal per mole): 26.3
Net charge: -1

Positions of all 29 atoms, in Å:
O (1.218, 1.434, -0.673)
O (-2.485, 2.413, 2.301)
O (0.505, -1.085, -1.320)
O (-1.078, -0.174, -4.015)
O (-2.959, -0.089, -0.764)
O (-0.587, -1.316, 2.767)
O (1.703, -3.559, -1.988)
O (0.995, 1.851, 2.413)
O (-0.643, 0.732, 0.914)
O (3.895, -1.045, 0.144)
H (-2.609, 1.855, 1.524)
H (-1.054, 0.554, -3.384)
H (-0.309, -1.048, 3.649)
H (1.338, -2.742, -1.654)
H (-2.002, -0.429, -3.918)
H (-2.873, 0.264, 0.126)
H (-0.149, -0.592, 2.282)
H (3.641, -0.531, -0.618)
H (0.925, 2.762, 2.140)
H (-1.106, -0.107, 0.850)
H (-0.189, -0.933, -0.683)
H (0.393, 1.027, -0.176)
H (3.257, -0.785, 0.817)
H (0.911, -0.190, -1.339)
H (0.981, -4.153, -2.197)
H (-1.521, 2.292, 2.313)
H (-2.110, 0.141, -1.139)
H (0.370, 1.233, 1.869)
H (1.542, 2.220, -0.239)

Here are the Mulliken charges for atoms 1 to 2, given in e:
1 O -0.784
2 O -0.716


Density functional theory data (the ωB97M-V functional and the def2-TZVPD basis) for a 2-piece molecular cluster, C3H10N2O2S overall at a distorted geometry.

Computed properties:
Relative energy (zero: lowest compared OMol25 entry of this formula, charge and spin) (kcal per mole): 6.6

Positions of all 18 atoms, in Å:
S (2.382, -0.850, -2.159)
O (-0.480, 0.254, 1.706)
O (-1.847, -1.091, 0.537)
N (-1.592, -1.408, 2.746)
N (-0.136, 1.745, -0.305)
C (0.965, 1.150, -1.090)
C (-1.311, -0.738, 1.586)
C (0.763, -0.295, -1.527)
H (-1.060, -1.218, 3.578)
H (1.900, 1.261, -0.536)
H (-1.051, 1.645, -0.743)
H (2.158, -2.169, -2.127)
H (0.397, -0.928, -0.729)
H (1.190, 1.763, -1.972)
H (0.021, -0.369, -2.319)
H (-0.018, 2.730, -0.108)
H (-0.319, 0.854, 0.779)
H (-1.960, -2.336, 2.683)

Here are the Mulliken charges for atoms 1 to 2, given in e:
1 S -0.258
2 O -0.616


Density functional theory data (the ωB97M-V functional and the def2-TZVPD basis) for a 2-piece molecular cluster, C6H15N2 overall at a distorted geometry.

Computed properties:
Relative energy (zero: lowest compared OMol25 entry of this formula, charge and spin) (kcal per mole): 136.1
Net charge: +1

Positions of all 23 atoms, in Å:
N (1.885, 0.438, -0.403)
N (-0.833, 0.045, 0.826)
C (-0.849, -0.075, -1.522)
C (1.273, -0.763, 0.111)
C (3.364, 0.435, -0.373)
C (-2.237, 0.289, -1.041)
C (-1.947, 0.761, 0.374)
C (-0.278, -0.669, -0.209)
H (-0.279, 0.849, -1.636)
H (-2.793, 0.645, 1.064)
H (-2.793, 0.980, -1.676)
H (-1.705, 1.841, 0.381)
H (-2.956, -0.542, -1.033)
H (1.322, -0.805, 1.175)
H (-2.283, -0.969, 4.002)
H (3.706, -0.595, -0.514)
H (1.595, 1.131, 0.287)
H (-0.593, -1.729, -0.080)
H (-0.832, -0.750, -2.368)
H (3.724, 1.126, -1.118)
H (3.749, 0.630, 0.615)
H (1.703, -1.666, -0.310)
H (-1.943, -0.607, 3.450)

Here are the Mulliken charges for atoms 1 to 2, given in e:
1 N -0.327
2 N -0.065